# 1
{
  "formula": "C4H8O",
  "method": "ωB97M-V/def2-TZVPD",
  "elements": ["O", "C", "C", "C", "C", "H", "H", "H", "H", "H", "H", "H", "H"],
  "xyz": [[-0.93125, -1.86073, -0.54313], [-0.46527, -0.86223, -0.06380], [-1.00918, 0.54298, 0.20262], [0.39785, 0.94207, 0.71595], [0.86552, -0.53233, 0.61240], [-1.75899, 0.46247, 0.99546], [-1.43751, 1.11254, -0.62859], [0.42535, 1.37514, 1.71819], [0.93217, 1.61064, 0.03479], [0.89217, -1.05786, 1.57185], [1.79328, -0.74282, 0.07044], [-0.08934, -0.77866, -2.31955], [0.38521, -0.21120, -2.36664]],
  "mulliken_charge": [-0.57, 0.08, -0.29, -0.50, -0.32, 0.25, 0.27, 0.29, 0.25, 0.25, 0.26, -0.03, 0.05],
  "homo_lumo_gap_ha": 0.3900,
  "e_homo_ha": -0.351,
  "smiles": "O=C1CCC1.[H][H]",
  "total_charge": 0,
  "e_tot_ev": -6323.3152,
  "relative_energy_ev": 1.8526,
  "lumo_ev": 1.0501
}



# 2
{
  "formula": "C4H8O2",
  "method": "ωB97M-V/def2-TZVPD",
  "elements": ["C", "C", "O", "C", "C", "O", "H", "H", "H", "H", "H", "H", "H", "H"],
  "xyz": [[-1.02462, -0.34827, 1.84138], [0.91334, -0.07566, 0.92000], [-0.16115, -0.88081, 0.81997], [1.11898, 0.57961, -0.39762], [0.48755, 0.01543, -1.66896], [-0.92518, -0.00150, -1.64917], [-0.65341, -0.58037, 2.84010], [-1.09118, 0.74167, 1.72499], [-1.99339, -0.77753, 1.61350], [0.64337, 1.55845, -0.16291], [2.18167, 0.80719, -0.49878], [0.89383, -0.98984, -1.84741], [0.77655, 0.64684, -2.51323], [-1.16635, -0.69521, -1.02185]],
  "mulliken_charge": [-0.61, -0.46, -0.18, -0.21, -0.43, -0.52, 0.31, 0.31, 0.26, 0.23, 0.37, 0.26, 0.35, 0.33],
  "homo_lumo_gap_ha": 0.3236,
  "e_homo_ha": -0.305,
  "total_charge": 0,
  "e_tot_ev": -8368.6495,
  "relative_energy_ev": 4.6323,
  "lumo_ev": 0.5016
}



# 3
{
  "formula": "C4H8O2",
  "method": "ωB97M-V/def2-TZVPD",
  "elements": ["O", "C", "C", "O", "C", "C", "H", "H", "H", "H", "H", "H", "H", "H"],
  "xyz": [[-0.35532, 2.12423, -0.40106], [0.51593, 1.03449, -0.65181], [-0.13440, -0.28159, -0.30377], [-1.09236, -0.72792, -1.22105], [-0.37401, -0.57127, 1.15627], [0.62054, -1.38044, 0.35624], [-0.55555, 2.10658, 0.54531], [1.46905, 1.14673, -0.11473], [0.72957, 1.07281, -1.72399], [-1.52792, 0.04765, -1.59140], [-1.31578, -1.04368, 1.41543], [0.02093, 0.11746, 1.90181], [1.68157, -1.26106, 0.55820], [0.31777, -2.38399, 0.07454]],
  "mulliken_charge": [-0.50, -1.01, 1.13, -0.57, -0.67, -0.78, 0.36, 0.30, 0.38, 0.31, 0.27, 0.29, 0.23, 0.26],
  "homo_lumo_gap_ha": 0.3872,
  "e_homo_ha": -0.356,
  "smiles": "OCC1(O)CC1",
  "total_charge": 0,
  "e_tot_ev": -8371.4723,
  "relative_energy_ev": 1.8094,
  "lumo_ev": 0.8590
}



# 4
{
  "formula": "C4H8O2",
  "method": "ωB97M-V/def2-TZVPD",
  "elements": ["C", "C", "O", "C", "C", "O", "H", "H", "H", "H", "H", "H", "H", "H"],
  "xyz": [[-1.33770, 0.38045, -0.11811], [-0.83147, -1.04363, 0.05930], [0.42368, -1.23479, 0.56432], [1.33802, -0.29384, 0.02257], [0.86639, 1.12942, 0.27432], [-0.35832, 1.35720, -0.39616], [-1.57889, -0.18401, -1.05876], [-2.15705, 0.78234, 0.51536], [-1.59060, -1.62400, 0.59367], [-0.83392, -1.48236, -1.15660], [2.28550, -0.50764, 0.51837], [1.43982, -0.45410, -1.06509], [0.76054, 1.30210, 1.35654], [1.58849, 1.85001, -0.12788]],
  "mulliken_charge": [-0.26, -0.54, -0.32, -0.48, -0.36, -0.37, 0.21, 0.36, 0.29, 0.23, 0.31, 0.34, 0.30, 0.31],
  "homo_lumo_gap_ha": 0.3832,
  "e_homo_ha": -0.346,
  "smiles": "C1COCCO1",
  "total_charge": 0,
  "e_tot_ev": -8369.6343,
  "relative_energy_ev": 3.6475,
  "lumo_ev": 1.0239
}



# 5
{
  "formula": "C4H8O2",
  "method": "ωB97M-V/def2-TZVPD",
  "elements": ["C", "C", "C", "O", "C", "O", "H", "H", "H", "H", "H", "H", "H", "H"],
  "xyz": [[0.78726, 0.23996, -1.95251], [0.66724, 0.29797, -0.41602], [-0.51511, -0.51366, 0.04088], [-1.06915, -1.33048, -0.66130], [-0.92843, -0.37571, 1.48248], [-0.01497, 0.44732, 2.17381], [1.79696, 0.40334, -2.31082], [0.15280, 0.97205, -2.47376], [0.45247, -0.73057, -2.30335], [0.65041, 1.32807, -0.03548], [1.42475, -0.23727, 0.18372], [-1.94129, 0.04631, 1.41615], [-1.00548, -1.37948, 1.92266], [-0.45746, 0.83213, 2.93354]],
  "mulliken_charge": [-1.12, -0.29, 0.44, -0.59, -0.34, -0.50, 0.35, 0.30, 0.31, 0.33, 0.26, 0.29, 0.25, 0.30],
  "homo_lumo_gap_ha": 0.3785,
  "e_homo_ha": -0.354,
  "smiles": "CCC(=O)CO",
  "total_charge": 0,
  "e_tot_ev": -8372.1607,
  "relative_energy_ev": 1.1210,
  "lumo_ev": 0.6699
}



# 6
{
  "formula": "C4H8O2",
  "method": "ωB97M-V/def2-TZVPD",
  "elements": ["C", "C", "O", "C", "C", "O", "H", "H", "H", "H", "H", "H", "H", "H"],
  "xyz": [[1.57257, 0.63667, 0.07978], [0.72426, -0.51381, -0.28232], [-0.31613, -1.34752, 1.48872], [-1.13434, -0.55030, 0.87928], [-0.57633, -0.33600, -0.80424], [-0.88067, 0.93764, -1.27935], [0.95370, 1.44802, 0.47687], [2.35757, 0.36286, 0.78525], [2.02625, 1.02715, -0.84236], [1.12957, -1.51503, -0.22149], [-1.07435, 0.55080, 1.06898], [-2.21600, -0.83196, 0.84875], [-0.98944, -1.15740, -1.39540], [-1.69792, 1.23425, -0.85327]],
  "mulliken_charge": [-1.10, 0.20, -0.69, -0.36, -0.20, -0.52, 0.30, 0.34, 0.33, 0.40, 0.23, 0.35, 0.38, 0.33],
  "homo_lumo_gap_ha": 0.2845,
  "e_homo_ha": -0.300,
  "total_charge": 0,
  "e_tot_ev": -8368.5513,
  "relative_energy_ev": 4.7304,
  "lumo_ev": -0.4218
}



# 7
{
  "formula": "C4H8O2",
  "method": "ωB97M-V/def2-TZVPD",
  "elements": ["C", "C", "O", "C", "C", "O", "H", "H", "H", "H", "H", "H", "H", "H"],
  "xyz": [[-1.98643, 0.06433, -0.40844], [-0.66399, 0.34103, -0.40981], [-0.13819, 0.19159, -1.65783], [0.28443, 0.63840, 0.70816], [1.31129, -0.50997, 0.85172], [2.25542, -0.52386, -0.19078], [-2.70305, 0.46296, 0.28079], [-2.27870, -0.81145, -0.98938], [-1.05344, 0.22118, -2.05346], [0.84374, 1.56456, 0.54819], [-0.29945, 0.71628, 1.63007], [0.78364, -1.47442, 0.93761], [1.87778, -0.36764, 1.77896], [1.76694, -0.51301, -1.02581]],
  "mulliken_charge": [-1.12, 0.60, -0.53, -0.41, -0.50, -0.52, 0.27, 0.31, 0.36, 0.25, 0.30, 0.30, 0.31, 0.37],
  "homo_lumo_gap_ha": 0.3555,
  "e_homo_ha": -0.325,
  "smiles": "C=C(O)CCO",
  "total_charge": 0,
  "e_tot_ev": -8370.8340,
  "relative_energy_ev": 2.4477,
  "lumo_ev": 0.8280
}



# 8
{
  "formula": "C4H8O2",
  "method": "ωB97M-V/def2-TZVPD",
  "elements": ["C", "O", "C", "C", "C", "O", "H", "H", "H", "H", "H", "H", "H", "H"],
  "xyz": [[-1.71011, 0.78775, 0.07236], [-1.28076, -0.53246, -0.17400], [-0.22730, -1.01831, 0.62032], [1.15009, -0.90326, -0.03172], [1.47785, 0.39994, -0.74593], [1.94174, -1.81587, 0.07014], [-1.34281, 1.49688, -0.68762], [-2.80515, 0.80511, 0.06228], [-1.37384, 1.13274, 1.05823], [-0.17633, -0.46531, 1.57141], [-0.41302, -2.07307, 0.84882], [2.56245, 0.55019, -0.76180], [0.99098, 1.25308, -0.25834], [1.10821, 0.36445, -1.77987]],
  "mulliken_charge": [-0.68, -0.39, -0.29, 0.62, -1.03, -0.55, 0.24, 0.23, 0.34, 0.29, 0.29, 0.34, 0.32, 0.26],
  "homo_lumo_gap_ha": 0.3792,
  "e_homo_ha": -0.348,
  "smiles": "COCC(C)=O",
  "total_charge": 0,
  "e_tot_ev": -8371.7732,
  "relative_energy_ev": 1.5086,
  "lumo_ev": 0.8520
}



# 9
{
  "formula": "C4H8O2",
  "method": "ωB97M-V/def2-TZVPD",
  "elements": ["C", "C", "C", "C", "O", "O", "H", "H", "H", "H", "H", "H", "H", "H"],
  "xyz": [[-0.52234, 0.22170, -0.16230], [-1.29466, -0.66346, 0.77083], [0.73493, -0.10819, -0.60164], [1.96598, -0.49224, -0.81715], [0.88041, 1.03167, 1.21351], [-1.13441, 1.28490, -0.71368], [-2.03355, 1.35281, -0.36724], [1.07369, 1.93487, 0.93015], [-0.21435, -0.74784, -1.44936], [-1.37364, -0.12054, 1.71266], [-0.76240, -1.59352, 0.95804], [-2.28736, -0.88653, 0.37095], [2.74312, -0.11251, -0.16897], [2.22456, -1.10111, -1.67581]],
  "mulliken_charge": [0.91, -1.37, 0.04, -0.70, -0.89, -0.39, 0.37, 0.22, 0.04, 0.36, 0.34, 0.47, 0.30, 0.29],
  "homo_lumo_gap_ha": 0.2991,
  "e_homo_ha": -0.283,
  "total_charge": 0,
  "e_tot_ev": -8366.9982,
  "relative_energy_ev": 6.2835,
  "lumo_ev": 0.4393
}



# 10
{
  "formula": "C4H8O2",
  "method": "ωB97M-V/def2-TZVPD",
  "elements": ["O", "C", "C", "C", "C", "H", "H", "H", "H", "H", "H", "O", "H", "H"],
  "xyz": [[-0.30147, -0.66276, 2.08609], [0.58654, -0.06450, 1.18031], [0.93021, -0.69186, -0.16508], [0.64116, 0.42953, -0.84047], [0.13739, 1.19236, 0.35792], [-1.11328, -0.92765, 1.63310], [1.49391, 0.13219, 1.75484], [1.34287, -1.65387, -0.45677], [0.73688, 0.72894, -1.88140], [-0.94294, 1.37678, 0.38649], [0.67699, 2.12156, 0.56085], [-1.73124, -0.47363, -1.40236], [-0.98229, -0.87944, -0.93836], [-1.47001, -0.57378, -2.32603]],
  "mulliken_charge": [-0.55, 0.24, -0.92, -0.11, -0.62, 0.34, 0.36, 0.36, 0.40, 0.23, 0.27, -0.68, 0.37, 0.32],
  "homo_lumo_gap_ha": 0.3897,
  "e_homo_ha": -0.359,
  "smiles": "O[C@H]1C=CC1.O",
  "total_charge": 0,
  "e_tot_ev": -8370.5699,
  "relative_energy_ev": 2.7118,
  "lumo_ev": 0.8377
}



Number 1: M 72.11 g/mol. Number 2: M 88.11 g/mol. Number 3: M 88.11 g/mol. Number 4: M 88.11 g/mol. Number 5: M 88.11 g/mol. Number 6: M 88.11 g/mol. Number 7: M 88.11 g/mol. Number 8: M 88.11 g/mol. Number 9: M 88.11 g/mol. Number 10: M 88.11 g/mol.